{
  "formula": "C26H38N4O4",
  "method": "the ωB97M-V functional and the def2-TZVPD basis",
  "smiles": "CCCN(CCC)C(=O)Cn1c(=O)n(CCCCC(=O)NC2CCCC2)c(=O)c2ccccc21",
  "species": ["H", "H", "H", "H", "C", "C", "H", "H", "C", "H", "C", "H", "H", "H", "C", "C", "N", "H", "C", "C", "C", "H", "C", "H", "H", "H", "C", "H", "H", "C", "H", "H", "H", "O", "C", "H", "C", "C", "C", "O", "H", "H", "C", "H", "N", "O", "H", "H", "H", "H", "C", "N", "C", "H", "H", "H", "H", "C", "O", "C", "C", "H", "H", "C", "H", "H", "N", "H", "H", "C", "C", "C"],
  "xyz": [[0.47784, -2.38594, -3.36941], [4.68503, 0.95963, -1.42577], [6.87127, 1.88182, 2.09411], [-0.62978, 0.00566, 1.11024], [4.31673, 0.28938, 0.62166], [-6.83024, -0.87125, 0.44496], [-4.04509, -1.83716, 0.80030], [7.07430, 1.82540, -0.57910], [5.24185, 0.62999, -0.55250], [5.66313, 2.63587, 0.11694], [-1.38517, 0.13759, 1.87871], [5.81244, -0.25898, -0.83165], [-6.18581, -1.19857, -0.36764], [-6.49540, 1.22816, 0.10013], [-0.26565, 3.88432, -0.55783], [6.18082, 1.67998, 0.02614], [0.35415, -0.85103, -1.96742], [7.25623, 0.34173, 1.32584], [2.16843, -2.82306, 0.38876], [-2.38168, -1.01460, 1.89620], [0.69585, -3.06549, 0.05157], [2.41209, -3.28916, 1.34743], [-3.30670, -1.03880, 0.66917], [1.77802, 4.53597, -0.48523], [-1.89184, 1.08578, 1.71094], [-2.73211, -1.26673, -0.22421], [-1.00887, -0.68156, -1.92167], [-3.07014, 1.58868, -2.38741], [0.96024, -4.19974, -1.76313], [6.49614, 1.11988, 1.41266], [4.45421, -1.78586, 0.34110], [-3.32676, -0.15190, -2.11906], [-0.66219, 4.83589, -0.23666], [1.61376, -0.49787, 0.72215], [-0.64838, 1.60873, -1.23626], [-0.86851, 0.19539, 2.83357], [0.73398, 1.44181, -1.38112], [1.10691, 3.71804, -0.69760], [1.28767, 0.16653, -1.82272], [-4.29664, 2.23462, -0.42478], [5.32517, -0.42433, 2.42143], [-2.98641, -0.94545, 2.80359], [-6.43064, 0.51841, 0.92484], [-4.92505, -0.13983, 2.32497], [-1.48942, 0.54804, -1.52523], [2.46021, -0.01504, -2.08566], [0.32795, -3.93408, 0.60110], [-0.64148, -3.48520, -1.56186], [4.65560, 1.19481, 2.57129], [0.13035, -2.19463, 0.38927], [5.16958, 0.51611, 1.89242], [3.79039, -1.05061, 0.52997], [-5.01028, 0.55982, 1.49446], [2.82079, -3.25916, -0.36921], [1.93360, -2.06824, -2.39531], [-7.11687, 0.84833, 1.70708], [-1.84834, -1.96599, 1.93296], [0.84691, -2.16609, -2.36253], [-1.76883, -1.58439, -2.22535], [2.47687, -1.33713, 0.54546], [1.59894, 2.50251, -1.11440], [-7.85483, -0.86258, 0.08118], [3.44258, 0.94484, 0.62764], [-3.76582, 1.13368, -0.45147], [2.65622, 2.33664, -1.24941], [-6.76338, -1.59364, 1.25681], [-4.01081, 0.21127, 0.49280], [-2.19664, 3.01705, -0.71344], [-4.80486, 1.57201, 1.85531], [-2.91864, 0.76436, -1.68076], [-1.13911, 2.85082, -0.82701], [0.42609, -3.30545, -1.43234]],
  "forces_ev_per_angstrom": [[0.127, 0.037, 0.073], [-0.022, -0.082, -0.067], [0.103, -0.032, 0.040], [0.097, 0.018, -0.066], [0.006, 0.092, -0.001], [-0.020, 0.234, 0.081], [0.048, 0.022, -0.115], [0.006, 0.107, -0.037], [-0.128, 0.258, 0.046], [-0.020, 0.101, -0.027], [-0.106, -0.185, 0.012], [0.060, -0.080, -0.043], [0.051, -0.103, -0.089], [-0.034, 0.068, 0.081], [0.075, -0.087, -0.036], [0.121, -0.206, -0.031], [0.139, -0.123, -0.074], [0.058, -0.002, 0.003], [-0.459, 0.167, 0.092], [-0.051, 0.195, -0.147], [0.093, -0.134, -0.147], [0.072, 0.003, -0.042], [0.289, -0.319, 0.250], [0.066, 0.064, 0.014], [-0.036, 0.147, 0.025], [-0.083, -0.041, -0.031], [-0.266, 0.077, -0.030], [-0.011, -0.114, 0.184], [0.013, -0.029, -0.038], [0.000, 0.176, 0.075], [-0.172, -0.043, -0.021], [0.106, 0.230, 0.074], [-0.057, 0.070, 0.024], [-0.200, 0.203, 0.207], [0.700, 0.332, 0.012], [0.107, 0.059, 0.059], [-0.172, 0.399, 0.102], [0.071, 0.067, 0.023], [0.022, 0.141, -0.211], [-0.151, 0.286, -0.069], [-0.067, 0.011, 0.053], [-0.014, -0.113, 0.010], [0.156, -0.160, 0.032], [0.061, -0.004, 0.003], [-0.224, -0.222, 0.095], [0.009, 0.112, 0.057], [-0.015, 0.048, 0.023], [0.119, -0.104, -0.041], [-0.030, -0.017, 0.075], [-0.044, -0.059, 0.081], [0.037, 0.044, 0.035], [0.187, 0.002, -0.077], [-0.322, 0.409, -0.031], [0.101, -0.044, 0.010], [-0.196, -0.023, -0.076], [-0.019, 0.074, 0.005], [-0.041, -0.084, 0.052], [0.049, -0.483, -0.123], [0.056, -0.193, -0.121], [0.391, -0.579, 0.084], [-0.159, -0.165, -0.038], [-0.082, -0.084, -0.064], [0.137, -0.046, -0.024], [0.262, -0.052, -0.275], [0.113, -0.029, -0.016], [-0.006, -0.144, 0.047], [-0.199, -0.067, 0.190], [-0.160, -0.015, -0.007], [0.027, -0.144, 0.074], [-0.298, 0.051, -0.267], [-0.115, -0.034, -0.017], [-0.157, 0.140, 0.095]]
}

---

{
  "formula": "C7H13N",
  "method": "the ωB97M-V functional and the def2-TZVPD basis",
  "smiles": "C=C/C(N)=C(\\C)CC",
  "species": ["C", "C", "N", "H", "C", "H", "H", "H", "H", "H", "C", "C", "H", "H", "H", "C", "H", "H", "C", "H", "H"],
  "xyz": [[-1.49489, 0.35199, 0.96699], [2.03927, -0.10486, -0.38777], [0.61946, 1.86358, -0.81918], [3.79424, -1.06592, -1.31922], [0.07735, -1.57467, 0.53636], [-1.74370, -0.24527, 1.96622], [-1.23690, 1.46558, 1.16543], [2.52747, -0.01057, 0.56352], [0.30375, -2.04167, -0.46525], [-3.36280, -0.64020, 0.39211], [0.66629, 0.54571, -0.37124], [-0.25737, -0.16203, 0.40690], [-0.62867, -2.15133, 1.27524], [0.00169, 2.60637, -0.35435], [0.89855, -1.60813, 1.24253], [2.76258, -0.68348, -1.37367], [1.47598, 2.22212, -0.83690], [-3.47558, 1.18924, 0.48590], [-2.80051, 0.39525, 0.18127], [2.43163, -0.84693, -2.35469], [-2.59784, 0.49522, -0.90021]],
  "forces_ev_per_angstrom": [[-0.844, 2.124, 2.547], [0.925, 0.041, -1.933], [-4.835, 0.200, 0.864], [-0.514, 0.351, 0.876], [-0.725, -2.449, 1.890], [0.804, 1.617, -1.719], [-0.592, -1.511, 0.453], [0.220, -0.037, 0.532], [-0.338, -0.090, 1.590], [0.994, 2.230, -0.869], [-1.258, -1.794, 2.537], [1.558, 1.502, -3.300], [0.411, 0.783, -2.153], [0.751, -2.090, -0.713], [1.165, -0.423, -0.407], [0.021, 0.561, 1.307], [4.443, 1.868, -0.448], [0.070, 0.061, 0.193], [-0.927, -2.913, -0.427], [-1.085, 0.086, -1.241], [-0.243, -0.115, 0.421]]
}

---

no.,highest occupied orbital energy (eV),LUMO (eV),orbital gap (eV)
1,-8.61,0.584,9.2
2,-7.46,0.999,8.5